A cluster of 2 separate species, C9H14 in total in a non-equilibrium geometry. Source: the OMol25 dataset; level of theory: ωB97M-V/def2-TZVPD.

XYZ file:
```
23
C9H14, DFT ωB97M-V/def2-TZVPD
C -0.074 0.821 3.024
C 0.244 0.054 1.754
C 1.513 0.179 1.211
C 1.930 -0.569 0.120
C 1.016 -1.469 -0.442
C -0.307 -1.558 0.035
C -0.643 -0.838 1.158
H -0.940 0.374 3.510
H -0.213 1.864 2.753
H 0.743 0.712 3.737
H 2.236 0.900 1.590
H 2.860 -0.462 -0.422
H 1.374 -2.025 -1.300
H -0.867 -2.272 -0.552
H -1.557 -0.930 1.745
C -0.762 1.279 -2.520
C -2.073 1.175 -3.292
H -0.159 0.371 -2.588
H -0.130 1.922 -3.151
H -0.816 1.686 -1.514
H -1.872 0.571 -4.183
H -2.493 2.169 -3.445
H -2.856 0.583 -2.809
```

Its energy relative to the best compared isomer or geometry (same formula, charge and spin) is 0.632 eV. As for the HOMO-LUMO gap: 9.99 eV. For the total energy, the calculation gives -9559.54961 eV. Its HOMO energy is -8.99 eV. Its LUMO energy is 1.00 eV.